(1)
Molecular formula: C20H29NO5S
Method: DFT, wB97M-V/def2-TZVPD

Element x y z (Å)
H 1.90374 -1.36685 -2.84346
H -5.05411 -0.49872 2.13497
N 0.80775 -0.87898 -0.26263
C -1.79523 -1.32252 2.23051
O 0.99711 3.47849 -2.33651
H 1.54207 -2.69562 -0.88095
H -0.06624 -0.08509 1.86715
H 5.14666 2.54860 -0.89741
C 1.81209 1.19215 -2.23986
C 2.58114 -1.16823 -2.01338
C -3.16584 -1.23704 2.94209
H -1.17951 -3.31652 2.89160
H 2.65667 -1.70596 0.09105
C 2.83984 0.30732 -1.90995
H -1.55858 0.66060 1.34448
H -0.61910 -1.98833 3.91258
O -1.26344 0.30242 -1.02211
C -3.20018 -3.07929 1.45914
H -3.33785 -3.33101 3.59008
C 4.44795 4.98929 -0.99161
C -0.25102 3.02085 -2.80993
C -3.98359 -0.37154 1.97575
C -1.11578 0.04073 2.11452
H 0.13168 -2.27985 2.34576
H -0.87140 3.91153 -2.89467
H -4.80179 -2.70825 2.85057
C -1.52137 -2.28588 -0.23081
H -0.15458 2.55207 -3.79454
O 3.24877 4.42105 -1.45062
H 3.51072 -1.71681 -2.17058
H 0.89299 0.78726 -2.63265
S -0.62801 -0.98375 -1.12760
H -4.34386 -1.37922 0.05526
H -3.13819 -0.85922 3.96289
O -0.40290 -1.49291 -2.45184
H 4.69357 4.65377 0.02211
H -1.18206 0.56153 3.06832
H -0.73419 -2.96238 0.09200
H 1.06510 0.09773 -0.19401
C 1.95769 2.55747 -2.07068
C -3.53540 -0.88306 0.59406
C 1.92142 -1.68504 -0.71988
H 5.28539 4.76254 -1.66037
H 4.27797 6.06481 -0.98159
C 4.02863 0.81243 -1.42171
H -3.75142 0.68375 2.10442
C 3.18304 3.06483 -1.57882
H -2.11579 -2.78582 -0.99442
C -3.71276 -2.65805 2.81899
H -0.71697 2.31231 -2.11815
O -3.40463 -4.11732 0.89149
C -0.81254 -2.29365 2.88618
H 4.83669 0.14487 -1.16183
H -3.15044 -0.08771 -0.03927
C -2.40262 -1.88658 0.92474
C 4.20272 2.18279 -1.26886

Cartesian forces, eV/Å:
0.1 0.0 0.0
0.0 0.0 0.0
-0.9 0.1 -0.3
0.2 0.0 0.2
0.5 0.0 0.2
0.2 -0.1 0.1
0.0 0.0 0.0
0.1 0.1 0.0
0.0 0.3 -0.1
-0.1 0.0 0.1
-0.1 0.0 0.1
0.0 -0.2 0.1
-0.1 -0.1 -0.1
0.3 -0.1 -0.1
-0.1 0.2 0.0
0.1 0.0 0.1
0.0 0.0 0.2
0.2 0.1 -0.1
0.0 -0.1 0.0
0.2 0.1 0.1
-0.3 -0.1 -0.1
-0.1 0.1 0.2
-0.1 -0.1 0.0
0.1 0.0 0.0
0.0 -0.1 0.0
0.0 0.0 0.0
0.2 0.4 -0.3
0.0 0.0 0.0
-0.3 -0.3 -0.1
0.0 0.0 0.0
-0.1 0.1 -0.1
0.2 -0.2 0.4
0.0 0.0 -0.1
0.1 0.0 0.0
0.1 -0.3 0.0
0.0 0.0 0.0
0.0 0.1 0.1
0.1 -0.2 0.0
-0.2 0.2 0.0
0.0 0.2 0.0
-0.1 0.1 -0.1
0.3 -0.4 -0.3
0.0 0.0 0.0
0.1 -0.1 0.0
-0.2 -0.1 -0.1
0.0 0.1 0.0
-0.1 0.2 0.0
0.0 0.0 -0.1
-0.2 0.0 0.3
0.1 0.1 -0.1
0.0 -0.2 -0.1
-0.2 0.1 -0.1
0.1 -0.1 0.0
-0.1 0.0 0.1
0.1 0.1 -0.2
0.0 0.3 0.0

Properties
Kohn-Sham gap ... 8.65 eV
E_HOMO ... -7.99 eV
SMILES string ... COc1ccc(CCNS(=O)(=O)C[C@@]23CC[C@@H](CC2=O)C3(C)C)cc1OC


(2)
Molecular formula: C21H29BN5S3SiTeTl
Method: DFT, wB97M-V/def2-TZVPD

Element x y z (Å)
N 2.57783 -2.88331 1.53981
C -6.29411 0.36709 2.01936
C 2.32691 -3.20456 2.86201
H 3.67167 -3.59355 -0.08593
H -2.80597 1.18442 2.55009
C 1.04241 3.57038 -0.14531
H -3.51031 4.34911 -0.55052
C -0.13667 3.04895 2.86706
H 2.00401 3.10263 3.39151
H -0.20869 5.39001 -2.63352
N -0.88734 1.97450 2.45111
C 3.32557 3.73819 0.69629
H -2.70570 2.94565 2.53289
C 2.75386 -3.82114 0.45211
C 1.91667 5.66041 0.76777
H -2.41850 2.04573 1.03146
C 2.30493 3.00806 0.11773
H 3.94626 5.64811 1.48375
C -0.83472 4.54972 -2.94018
C -0.08952 0.89656 2.40718
C 2.24934 -2.03922 3.53178
H 2.76298 0.55327 4.20832
H -1.71311 4.95183 -3.45242
H -2.31570 5.64212 -0.60266
H -2.25112 4.45008 0.68417
H -0.26582 3.95724 -3.66032
H 1.92327 -3.75212 -0.24990
B 2.53514 0.47760 3.02509
H -6.69950 -0.94037 3.68638
Si -1.33235 3.49960 -1.46796
H 2.24076 -4.22316 3.19455
H 1.74906 6.70334 1.01198
N 2.44237 -1.00542 2.63456
H 2.48214 1.96044 -0.10004
S -5.04322 0.57111 0.87911
H -2.59975 1.31069 -1.36758
H -2.01578 1.62072 -3.00074
C -6.02893 -0.64646 2.89260
Tl 0.31847 0.49867 -1.17171
C 0.88792 4.92985 0.18951
S 2.96308 -0.74478 -0.06148
H 2.07206 -1.84417 4.57374
C -4.12609 -0.71156 1.56735
C -2.42604 2.09928 -2.10769
C -2.28921 2.03344 2.11316
C 3.14516 5.07548 1.03521
C -2.45564 4.58158 -0.37998
H -7.17084 0.99405 1.98614
C 2.65478 -1.53483 1.40574
C -4.78696 -1.27621 2.62573
H -0.55407 4.03736 2.92606
Te -2.36842 -1.34078 0.65963
H 4.27220 3.24855 0.89198
H 3.33276 1.05288 2.34121
H -0.06310 5.41832 0.01523
S -0.46655 -0.79293 2.05175
H 2.80525 -4.82535 0.86663
C 1.11114 2.58638 3.08928
N 1.13823 1.24345 2.79553
H -3.40422 2.50699 -2.37631
N 0.01218 2.79670 -0.66524
H -4.39043 -2.10897 3.18875

Cartesian forces, eV/Å:
0.0 0.0 0.0
0.0 0.0 -0.1
0.0 0.0 0.0
0.0 0.0 0.0
0.0 0.0 0.0
0.0 0.0 0.1
0.0 0.0 0.0
0.0 0.0 0.0
0.0 0.0 0.0
0.0 0.0 0.0
-0.1 0.0 0.1
0.0 0.0 0.0
0.0 0.0 0.0
0.0 0.0 0.0
0.0 0.0 0.0
0.0 0.0 0.0
0.0 0.0 0.0
0.0 0.0 0.0
0.0 0.0 0.0
0.3 0.0 -0.3
0.0 0.0 0.0
0.0 0.0 0.0
0.0 0.0 0.0
0.0 0.0 0.0
0.0 0.0 0.0
0.0 0.0 0.0
0.0 0.0 0.0
0.0 0.0 0.0
0.0 0.0 0.0
-0.1 0.0 0.0
0.0 0.0 0.0
0.0 0.0 0.0
0.1 0.0 0.0
0.0 0.0 0.0
-0.1 -0.1 0.0
0.0 0.0 0.0
0.0 0.0 0.0
0.0 -0.1 0.0
0.1 0.0 -0.1
0.0 0.0 0.0
0.0 0.0 0.0
0.0 0.0 0.0
0.0 -0.1 0.1
0.0 0.0 0.0
-0.1 0.0 0.0
0.0 0.0 0.0
0.0 0.0 0.0
0.0 0.0 0.0
-0.1 0.0 0.0
0.0 0.1 0.0
0.0 0.0 0.0
0.2 0.3 -0.4
0.0 0.0 0.0
0.0 0.0 0.0
0.0 0.0 0.0
-0.3 -0.2 0.6
0.0 0.0 0.0
0.0 0.0 0.0
0.0 0.1 0.0
0.0 0.0 0.0
0.0 -0.1 -0.1
0.0 0.0 0.0

Properties
Kohn-Sham gap ... 5.81 eV
E_HOMO ... -6.83 eV


(3)
Molecular formula: C4H6O2
Method: DFT, wB97M-V/def2-TZVPD

Element x y z (Å)
H 1.95477 0.07479 -1.65301
C 0.35309 0.74061 -0.39206
H 0.12759 -1.30002 0.44005
H -2.29021 0.60349 0.15027
C 1.82687 0.49153 -0.64742
H 2.24640 -0.22493 0.06531
C -1.71208 -0.26384 0.45797
H -1.85805 -1.83277 1.49136
H 2.37156 1.43503 -0.59318
O -2.45286 -1.15824 1.13055
C -0.40382 -0.38422 0.18566
O -0.16327 1.81857 -0.63548

Cartesian forces, eV/Å:
-0.1 0.0 0.1
-0.1 0.3 -0.1
-0.1 0.1 0.0
0.2 -0.1 0.1
0.0 0.0 0.0
-0.1 0.1 -0.1
0.2 0.2 -0.1
-0.2 0.0 -0.1
-0.1 -0.1 0.0
0.2 -0.2 0.0
-0.2 0.0 0.1
0.2 -0.4 0.0

Properties
Kohn-Sham gap ... 10.15 eV
E_HOMO ... -9.50 eV
SMILES string ... CC(=O)/C=C/O


(4)
Molecular formula: C2H10N2O
Method: DFT, wB97M-V/def2-TZVPD

Element x y z (Å)
C 0.67358 -1.12259 1.30824
H -0.04536 2.87107 -0.45693
O -0.70730 0.96624 -1.05218
H 0.57823 -2.40484 -0.14943
C -0.18260 2.25673 -1.34475
N -0.74914 -0.83707 1.31330
H 0.74268 -0.99742 -0.74025
H 0.79586 2.13530 -1.82152
H -0.87197 2.73776 -2.04609
H -1.28718 0.66109 -1.78876
H 1.33470 -0.29602 1.59447
H 0.88856 -1.96954 1.96254
H -1.00267 -0.21777 0.53635
N 1.15135 -1.57017 -0.01921
H -1.07562 -0.54600 2.22399

Cartesian forces, eV/Å:
0.6 0.0 -0.9
-0.3 -0.2 0.2
0.0 -0.1 0.4
0.4 -0.3 -0.2
0.0 -0.6 -0.7
0.2 -0.5 -0.2
0.1 0.9 -0.2
0.0 0.2 -0.1
0.2 0.4 0.0
0.1 0.3 0.0
-0.2 0.2 0.2
-0.1 0.2 0.3
0.1 0.2 0.6
-0.9 -0.9 0.6
-0.1 0.3 -0.2

Properties
Kohn-Sham gap (spin up / spin down) ... 3.09 / 9.57 eV
Total charge ... -1
E_HOMO (spin up / spin down) ... 1.05 / -5.62 eV
Multiplicity ... 2
⟨S²⟩ ... 0.750


(5)
Molecular formula: CH4O2S2
Method: DFT, wB97M-V/def2-TZVPD

Element x y z (Å)
H -2.79089 1.85391 -0.24655
H 0.72662 0.03053 1.49229
O 1.55629 0.22825 -1.06016
S -1.53944 -0.61936 0.56539
H -1.24177 -0.60858 -0.89785
C 1.54387 -0.48716 -0.10977
O 1.64227 -0.08473 1.18856
H 1.75551 -1.54779 -0.30608
S -1.65245 1.23492 -0.62583

Cartesian forces, eV/Å:
0.0 -0.4 0.2
0.1 0.1 0.2
-0.7 0.8 0.0
0.0 1.4 -3.4
-0.2 -1.7 2.4
2.0 -0.4 -0.6
-0.7 -0.1 -0.2
-0.5 -0.3 0.6
0.0 0.8 0.8

Properties
Kohn-Sham gap ... 8.65 eV
E_HOMO ... -9.41 eV
SMILES string ... O=CO.SS


Respective relative energy (zero: lowest compared OMol25 entry of this formula, charge and spin) values: 8.9; 17.7; 21.3; 10.6; 42.1 kcal per mole.